Computed, not measured: one molecule with the formula C2H5OPS at a distorted geometry, with ωB97M-V with the def2-TZVPD basis set.

```
10
Properties=species:S:1:pos:R:3:nbo_charge:R:1
C -1.53 -0.56 -0.61 -0.930
C 0.69 -0.02 1.21 -0.928
O 1.09 0.12 -1.42 -0.972
P 0.40 -0.74 -0.32 1.186
S -2.27 -0.97 0.84 0.200
H -1.72 0.48 -0.58 0.264
H -1.72 -0.90 -1.59 0.244
H 1.64 0.05 1.58 0.210
H -0.16 -0.16 1.83 0.230
H 1.62 0.66 -0.85 0.495
```

Properties
E_HOMO (alpha / beta), eV: -7.35 / -8.70
⟨S²⟩: 2.0121
Spin multiplicity: 3
Relative energy (zero: lowest compared OMol25 entry of this formula, charge and spin), kJ/mol: 60.2
Frontier orbital gap (alpha / beta), eV: 8.37 / 6.59



Computed, not measured: C21H18FN5O3RuS2 as an isolated structure, with ωB97M-V with the def2-TZVPD basis set.

```
51
Properties=species:S:1:pos:R:3:nbo_charge:R:1
Ru 3.42 -2.97 2.43 1.171
F -0.40 2.64 1.73 -0.308
C -0.34 1.61 0.86 0.359
C 0.46 0.56 1.18 -0.201
C 0.60 -0.51 0.28 -0.087
C 1.48 -1.62 0.60 0.497
O 2.08 -1.60 1.73 -0.716
C 1.60 -2.63 -0.38 -0.336
C 0.87 -2.52 -1.54 0.200
N 0.04 -1.52 -1.82 -0.307
C -0.65 -1.50 -3.10 -0.088
C -2.14 -1.72 -3.13 -0.422
C -1.22 -2.78 -3.64 -0.403
C -0.10 -0.47 -0.93 0.194
C -0.93 0.62 -1.22 -0.268
C -1.07 1.68 -0.34 0.152
N -1.90 2.76 -0.67 -0.447
C -2.33 3.75 0.33 -0.230
C -3.44 4.61 -0.27 -0.238
N -4.18 3.80 -1.29 -0.492
C -3.31 3.53 -2.50 -0.224
C -1.87 3.33 -2.01 -0.242
C 2.46 -3.85 -0.28 0.781
O 2.41 -4.72 -1.11 -0.524
O 3.25 -3.92 0.79 -0.707
H 1.00 0.56 2.11 0.267
H 0.97 -3.30 -2.28 0.270
H -0.21 -0.80 -3.80 0.235
H -2.72 -1.14 -3.84 0.233
H -2.63 -1.91 -2.18 0.234
H -1.14 -2.94 -4.71 0.253
H -1.13 -3.68 -3.04 0.239
H -1.50 0.61 -2.14 0.235
H -1.52 4.41 0.65 0.233
H -2.70 3.22 1.21 0.233
H -3.05 5.49 -0.80 0.232
H -4.14 4.95 0.49 0.256
H -5.04 4.27 -1.58 0.452
H -4.45 2.91 -0.87 0.441
H -3.40 4.38 -3.17 0.243
H -3.71 2.65 -2.99 0.233
H -1.33 4.28 -2.01 0.214
H -1.35 2.68 -2.70 0.250
S 5.16 -3.96 3.47 0.329
C 4.79 -2.96 4.82 -0.327
S 3.35 -2.05 4.51 0.140
C 5.56 -2.88 5.96 -0.156
C 6.73 -3.67 6.10 0.210
N 7.67 -4.34 6.19 -0.135
C 5.16 -2.01 7.02 0.216
N 4.82 -1.33 7.87 -0.143
```

Properties
Total charge: +2
E_HOMO (alpha / beta), eV: -14.25 / -14.34
⟨S²⟩: 6.0697
Spin multiplicity: 5
Frontier orbital gap (alpha / beta), eV: 8.39 / 5.90



Computed, not measured: C14H33N3O5P2S2Tl as an isolated structure at a distorted geometry, with ωB97M-V with the def2-TZVPD basis set.

```
60
Properties=species:S:1:pos:R:3:mulliken_charge:R:1
C 0.28 4.90 -0.32 -0.516
N 0.12 4.70 1.17 -0.166
C 1.39 4.23 1.85 -0.771
C 1.26 2.58 2.08 0.099
O 0.03 2.18 1.39 -0.077
C -0.30 0.76 1.59 -1.015
C -1.87 0.45 1.12 0.298
C -2.36 -0.92 1.88 -0.293
C -3.97 -1.21 1.81 -0.782
S -4.64 -1.47 0.07 0.976
O -5.92 -2.36 0.07 -0.519
O -3.53 -2.29 -0.69 -0.552
O -5.01 0.02 -0.69 -0.426
C 0.76 -0.32 0.97 0.734
P 1.77 -1.01 2.45 0.141
S 3.43 -0.07 2.82 -0.098
N 1.57 0.15 -0.20 0.275
C 2.67 -0.78 -0.63 -0.751
C 2.29 -2.36 -0.72 0.228
O 3.06 -3.21 0.03 -0.478
N 1.23 -3.01 -1.57 0.316
C 0.16 -3.70 -0.74 -0.549
C 1.96 -4.17 -2.28 -0.799
P 0.61 0.80 -1.55 0.675
C 1.64 1.72 -2.86 -0.755
C -0.62 -0.45 -2.29 -0.453
H -0.13 5.95 -0.67 0.384
H -0.42 4.08 -0.83 0.083
H 1.36 4.70 -0.73 0.196
H -0.28 5.55 1.63 0.374
H 2.35 4.51 1.20 0.318
H 1.51 4.80 2.87 0.372
H 1.33 2.28 3.21 0.333
H 2.17 2.13 1.44 0.051
H -0.32 0.59 2.77 0.669
H -2.01 0.44 -0.05 -0.778
H -2.52 1.33 1.54 0.446
H -2.01 -0.85 3.00 0.403
H -1.82 -1.90 1.45 0.147
H -4.15 -2.23 2.39 0.378
H -4.62 -0.40 2.37 0.425
H -4.14 0.44 -0.93 0.365
H 0.10 -1.23 0.58 -0.533
H 2.05 -2.44 2.31 0.259
H 0.96 -0.92 3.68 0.236
H 2.99 -0.45 -1.73 0.321
H 3.67 -0.68 0.01 0.197
H 0.51 -4.01 0.34 0.291
H -0.81 -3.02 -0.58 -0.165
H -0.23 -4.65 -1.35 0.484
H 3.09 -3.95 -2.48 0.301
H 1.45 -4.46 -3.30 0.307
H 1.90 -5.09 -1.55 0.357
H 1.23 1.62 -3.97 0.261
H 2.79 1.46 -2.76 0.366
H 1.56 2.88 -2.60 0.228
H 0.00 -1.16 -3.02 0.323
H -1.38 0.13 -2.97 0.261
H -1.21 -1.10 -1.51 -0.079
Tl -0.98 0.47 -4.54 0.673
```

Properties
Total charge: +3
E_HOMO, eV: -17.41
Relative energy (zero: lowest compared OMol25 entry of this formula, charge and spin), kJ/mol: 990.2
Frontier orbital gap, eV: 3.05



Computed, not measured: C30H57IN4O7 as an isolated structure at a distorted geometry, with ωB97M-V with the def2-TZVPD basis set.

```
99
Properties=species:S:1:pos:R:3:mulliken_charge:R:1
C -5.89 -2.85 0.87 -0.596
O -5.16 -3.87 1.50 -0.510
C -4.05 -4.24 0.67 1.249
C -3.36 -5.44 1.29 -1.062
C -1.84 -5.33 1.31 -0.363
C -1.10 -5.70 0.00 -0.096
C -1.71 -6.85 -0.83 -0.880
C -2.76 -6.42 -1.85 -0.902
C -2.26 -5.47 -2.97 -0.873
C -3.27 -4.32 -3.25 -0.836
C -2.74 -2.88 -3.13 -1.107
C -1.74 -2.64 -2.02 0.662
N -1.43 -1.16 -1.95 -0.731
I 0.66 -0.96 -1.76 0.121
C -2.01 -0.59 -0.75 0.632
O -2.92 0.22 -0.85 -0.566
O -1.48 -1.01 0.41 -0.120
C -2.36 -0.96 1.55 -0.023
C -2.04 0.18 2.52 -1.229
C -1.33 1.38 1.87 -0.417
C 0.19 1.17 1.74 -0.309
C 1.07 2.32 2.29 -1.083
C 1.62 3.25 1.16 -0.343
C 3.10 3.54 1.45 -1.085
C 3.62 4.60 0.43 -0.387
C 5.07 4.31 -0.03 -1.109
C 6.00 5.45 0.41 -0.882
C 5.62 6.75 -0.37 -0.311
C 6.85 7.37 -1.04 -0.979
N 6.51 8.03 -2.31 0.263
C 5.82 9.19 -2.51 -0.410
C 5.79 9.40 -3.84 -0.527
C 6.44 8.34 -4.49 -0.602
C 6.88 7.52 -3.50 -0.293
H -6.60 -2.43 1.58 0.316
H -6.40 -3.21 -0.03 0.300
H -5.23 -2.03 0.55 0.164
H -3.38 -3.38 0.63 -0.918
H -4.45 -4.45 -0.32 0.171
H -3.73 -6.37 0.85 0.378
H -3.70 -5.45 2.32 0.450
H -1.61 -4.28 1.50 0.014
H -1.39 -5.88 2.13 0.350
H -0.96 -4.85 -0.66 -0.165
H -0.10 -6.02 0.28 0.517
H -2.18 -7.57 -0.16 0.075
H -0.91 -7.42 -1.32 0.485
H -3.11 -7.34 -2.33 0.512
H -3.63 -6.03 -1.34 0.305
H -2.22 -6.07 -3.87 0.456
H -1.25 -5.12 -2.80 0.596
H -4.16 -4.40 -2.64 0.488
H -3.60 -4.43 -4.28 0.409
H -2.33 -2.50 -4.07 0.436
H -3.60 -2.24 -2.92 0.146
H -0.82 -3.14 -2.25 0.472
H -2.08 -3.02 -1.06 -0.074
H -2.20 -1.90 2.08 0.183
H -3.40 -0.98 1.24 0.145
H -2.92 0.51 3.06 0.379
H -1.35 -0.22 3.26 0.447
H -1.75 1.53 0.88 0.004
H -1.56 2.27 2.43 0.638
H 0.45 1.05 0.69 -0.168
H 0.46 0.23 2.23 0.587
H 0.50 2.89 3.02 0.463
H 1.94 1.88 2.77 0.532
H 1.57 2.77 0.18 0.373
H 1.07 4.18 1.13 0.144
H 3.22 3.93 2.45 0.280
H 3.65 2.61 1.30 0.396
H 3.53 5.56 0.93 0.342
H 2.97 4.59 -0.44 0.455
H 5.41 3.37 0.40 0.445
H 5.12 4.19 -1.11 0.427
H 5.82 5.64 1.47 0.385
H 7.04 5.18 0.23 0.464
H 5.20 7.48 0.32 0.336
H 4.92 6.50 -1.15 0.379
H 7.62 6.64 -1.26 0.390
H 7.31 8.13 -0.41 0.293
H 5.42 9.76 -1.69 0.366
H 5.33 10.24 -4.33 0.409
H 6.59 8.21 -5.54 0.424
H 7.43 6.60 -3.63 0.308
C -2.31 4.78 0.01 -0.741
N -1.66 5.27 1.26 0.856
O -1.78 6.43 1.55 -0.557
O -1.03 4.44 1.89 -0.457
H -2.82 5.61 -0.45 0.304
H -1.53 4.39 -0.64 0.269
H -3.00 3.99 0.29 0.306
C -2.02 -8.91 4.04 -0.789
N -1.87 -8.94 2.56 0.910
O -2.86 -9.16 1.90 -0.527
O -0.76 -8.72 2.12 -0.496
H -3.05 -9.12 4.29 0.318
H -1.36 -9.68 4.45 0.312
H -1.72 -7.93 4.38 0.284
```

Properties
E_HOMO, eV: -8.15
Frontier orbital gap, eV: 7.67